No. 1
{
  "formula": "C6H9Cl3OSi2",
  "method": "the ωB97M-V functional and the def2-TZVPD basis",
  "species": ["C", "C", "C", "C", "C", "C", "O", "Si", "Si", "Cl", "Cl", "Cl", "H", "H", "H", "H", "H", "H", "H", "H", "H"],
  "positions_angstrom": [[-2.2251, 0.4102, 3.5291], [-1.2401, 0.2631, 2.8694], [0.4328, 1.5799, 0.1045], [-0.5730, 1.7204, -0.8291], [1.7118, -3.4895, -0.8158], [0.5015, -1.5219, -0.2288], [1.7538, -2.1988, -0.3820], [0.8488, -0.0620, 0.9695], [-1.1883, 3.3685, -1.4841], [-3.3099, 3.5268, -1.1392], [-0.2914, 4.9107, -0.6085], [-0.7172, 3.3992, -3.4861], [-2.8648, 0.0141, 4.3219], [0.8125, 2.4433, 0.5404], [-0.8573, 0.7281, -1.2210], [2.8577, -3.8943, -0.8958], [1.2108, -3.5622, -1.7679], [1.2168, -4.0816, -0.0875], [-0.4515, -2.0694, 0.0900], [0.2411, -1.2297, -1.1376], [2.1309, -0.2553, 1.6584]],
  "nbo_charge": [-0.47, -0.31, -0.62, -0.63, -0.23, -0.52, -0.55, 1.45, 1.43, -0.35, -0.32, -0.34, 0.23, 0.22, 0.23, 0.19, 0.16, 0.17, 0.22, 0.19, -0.15],
  "spin_multiplicity": 1,
  "e_above_lowest_kj_mol": 333.5,
  "homo_ha": -0.34202,
  "gap_ev": 8.11
}

=====

No. 2
{
  "formula": "C6H9ClIN2",
  "method": "the ωB97M-V functional and the def2-TZVPD basis",
  "species": ["C", "C", "C", "C", "C", "C", "N", "N", "Cl", "I", "H", "H", "H", "H", "H", "H", "H", "H", "H"],
  "positions_angstrom": [[-0.3394, -1.8312, 1.6644], [-1.1908, -2.9864, -0.1377], [0.1546, -1.0371, -0.8497], [-0.4950, -0.2029, 0.2465], [0.1969, 1.9332, -0.1477], [0.4051, 0.8599, 0.9327], [-0.8131, -2.8160, 1.0787], [-0.6357, -2.2197, -1.0923], [1.8438, -1.5525, -0.3572], [-2.5061, 0.1464, -0.1307], [0.3771, -1.7882, 2.4822], [-1.8471, -3.7584, -0.5360], [0.4243, -0.3272, -1.6054], [-0.7885, 2.1302, -0.4451], [0.9327, 1.7530, -1.0131], [0.5870, 2.8615, 0.2878], [-0.0102, 1.2223, 1.8705], [1.5294, 0.7126, 1.0230], [-0.9077, -2.3828, -2.0408]],
  "nbo_charge": [0.31, 0.37, -0.17, -0.13, -0.63, -0.51, -0.44, -0.53, -0.01, 0.34, 0.23, 0.25, 0.29, 0.22, 0.21, 0.25, 0.24, 0.27, 0.44],
  "spin_multiplicity": 1,
  "total_charge": 1,
  "e_above_lowest_kj_mol": 198.8,
  "homo_ha": -0.47409,
  "gap_ev": 7.41
}

=====

No. 3
{
  "formula": "C6H9ClNP",
  "method": "the ωB97M-V functional and the def2-TZVPD basis",
  "species": ["C", "C", "C", "C", "C", "C", "N", "P", "Cl", "H", "H", "H", "H", "H", "H", "H", "H", "H"],
  "positions_angstrom": [[0.6421, 0.0489, 1.1710], [2.2804, -3.0464, 0.5947], [0.2096, -1.2125, 1.1115], [-0.3756, 1.2181, -0.5515], [-0.2751, 2.1786, -1.6359], [-1.6705, 0.9135, 0.0751], [0.6581, 0.7979, 0.0075], [1.6146, -4.3735, 1.0092], [-0.4310, -1.9424, -0.2123], [1.1505, 0.5657, 2.0431], [0.5884, -1.9184, 1.8844], [0.3518, 1.8697, -2.4297], [0.2346, 3.1603, -1.2750], [-1.2427, 2.5808, -2.1190], [-1.5176, 0.4634, 1.0780], [-2.4467, 1.6921, 0.2268], [-1.8451, -0.0294, -0.5319], [2.0742, -2.9663, -0.4460]],
  "nbo_charge": [-0.03, -0.84, -0.36, 0.32, -0.67, -0.73, -0.45, 0.60, 0.04, 0.23, 0.24, 0.24, 0.24, 0.22, 0.23, 0.23, 0.25, 0.23],
  "spin_multiplicity": 1,
  "smiles": "CC(C)=N/C=C\\Cl.C#P",
  "e_above_lowest_kj_mol": 296.9,
  "homo_ha": -0.30898,
  "gap_ev": 7.80
}

=====

No. 4
{
  "formula": "C6H9ClS",
  "method": "the ωB97M-V functional and the def2-TZVPD basis",
  "species": ["C", "C", "C", "C", "C", "C", "S", "Cl", "H", "H", "H", "H", "H", "H", "H", "H", "H"],
  "positions_angstrom": [[-0.1151, 0.0368, 0.8212], [2.3350, -0.3715, 0.0532], [0.0074, 1.0790, -0.2331], [1.0276, 2.0235, 0.1275], [-1.9861, -1.3523, -0.4886], [-0.9125, -1.1748, 0.6787], [2.6644, 1.2917, -0.1283], [3.7156, -1.3645, -0.1444], [0.1233, 0.7147, -1.3182], [-1.1120, 1.4263, -0.1551], [1.0575, 2.8289, -0.5448], [1.0382, 2.2758, 1.2012], [-1.9477, -2.5027, -0.6802], [-1.4783, -0.7050, -1.2470], [-2.8953, -0.9079, -0.1073], [-0.0331, -2.0164, 0.6469], [-1.4889, -1.2816, 1.5180]],
  "nbo_charge": [0.14, -0.32, -0.61, -0.52, -0.65, -0.58, 0.39, 0.04, 0.21, 0.28, 0.22, 0.26, 0.23, 0.20, 0.21, 0.28, 0.22],
  "spin_multiplicity": 1,
  "e_above_lowest_kj_mol": 625.1,
  "homo_ha": -0.27215,
  "gap_ev": 7.14
}

=====

No. 5
{
  "formula": "C6H9F",
  "method": "the ωB97M-V functional and the def2-TZVPD basis",
  "species": ["C", "C", "C", "C", "C", "C", "F", "H", "H", "H", "H", "H", "H", "H", "H", "H"],
  "positions_angstrom": [[-0.1537, -2.3555, 1.1693], [-0.9793, 2.2321, 0.6337], [0.2493, -1.2914, 0.2050], [-0.6587, 2.1760, -0.6189], [-0.3244, 2.1864, -1.8694], [1.4679, -1.1229, -0.2727], [2.4966, -1.9324, 0.0428], [-0.4342, -1.9045, 2.1196], [0.6689, -3.0471, 1.3403], [-0.6050, 1.5092, 1.3380], [-1.6209, 3.0049, 1.0224], [-0.5058, -0.5892, -0.1138], [-1.0156, -2.9046, 0.7945], [-0.8951, 1.6622, -2.6198], [0.5472, 2.7226, -2.2100], [1.7629, -0.3458, -0.9609]],
  "nbo_charge": [-0.65, -0.50, -0.28, 0.11, -0.51, 0.22, -0.34, 0.22, 0.22, 0.23, 0.23, 0.22, 0.22, 0.22, 0.23, 0.17],
  "spin_multiplicity": 1,
  "smiles": "C/C=C\\F.C=C=C",
  "e_above_lowest_kj_mol": 186.9,
  "homo_ha": -0.34765,
  "gap_ev": 10.42
}

=====

No. 6
{
  "formula": "C6H9FN2",
  "method": "the ωB97M-V functional and the def2-TZVPD basis",
  "species": ["C", "C", "C", "C", "C", "C", "N", "N", "F", "H", "H", "H", "H", "H", "H", "H", "H", "H"],
  "positions_angstrom": [[2.3923, 0.4142, -0.0053], [2.0833, -1.0058, -0.1960], [1.5071, 1.3748, 0.1221], [0.8311, -1.4591, -0.2003], [-0.0561, 1.0870, 0.2891], [-0.5368, -0.3317, 0.3062], [-2.7455, 0.2651, -0.1034], [-1.6662, -0.4565, -0.6321], [-0.9078, -0.7062, 1.5780], [3.3812, 0.7334, -0.2990], [2.8919, -1.7029, -0.2626], [1.8990, 2.3664, 0.1374], [0.6353, -2.4981, -0.4072], [-0.6197, 1.6636, 1.0533], [-0.5491, 1.7384, -0.4791], [-3.2323, -0.2159, 0.6842], [-3.4033, 0.2014, -0.8351], [-1.9044, -1.4682, -0.7502]],
  "nbo_charge": [-0.26, -0.25, -0.12, -0.18, -0.54, 0.50, -0.66, -0.48, -0.37, 0.21, 0.21, 0.21, 0.20, 0.26, 0.26, 0.33, 0.35, 0.33],
  "spin_multiplicity": 1,
  "smiles": "NN[C@@]1(F)C=CC=CC1",
  "e_above_lowest_kj_mol": 239.0,
  "homo_ha": -0.32019,
  "gap_ev": 9.76
}

=====

No. 7
{
  "formula": "C6H9FS",
  "method": "the ωB97M-V functional and the def2-TZVPD basis",
  "species": ["C", "C", "C", "C", "C", "C", "H", "H", "H", "H", "H", "H", "H", "H", "H", "F", "S"],
  "positions_angstrom": [[1.6413, 0.5437, 0.9861], [1.2299, 0.4348, -0.5006], [-0.1772, 0.0685, -0.8929], [-0.7396, -1.3378, -0.5519], [-1.7111, -0.6045, 0.4242], [-1.2745, 0.7204, -0.0932], [2.7088, 0.8766, 1.0638], [1.6250, -0.4426, 1.5183], [1.0540, 1.2859, 1.6042], [1.4420, 1.4462, -0.8771], [1.9930, -0.1866, -1.0380], [-0.1658, 0.2793, -1.9325], [-1.2684, -1.8575, -1.3300], [0.0255, -1.9147, -0.1210], [-1.4234, -0.7269, 1.4322], [-3.0734, -0.8184, 0.4166], [-1.8861, 2.2336, -0.1082]],
  "nbo_charge": [-0.63, -0.39, -0.32, -0.43, 0.13, -0.06, 0.22, 0.20, 0.22, 0.22, 0.21, 0.24, 0.23, 0.21, 0.19, -0.34, 0.09],
  "spin_multiplicity": 1,
  "smiles": "CC[C@H]1C[C@H](F)C1=S",
  "e_above_lowest_kj_mol": 152.8,
  "homo_ha": -0.32318,
  "gap_ev": 8.29
}

=====

No. 8
{
  "formula": "C6H9FS",
  "method": "the ωB97M-V functional and the def2-TZVPD basis",
  "species": ["C", "C", "C", "C", "C", "C", "H", "H", "H", "H", "H", "H", "H", "H", "H", "F", "S"],
  "positions_angstrom": [[-0.8865, 1.8008, -0.2817], [-0.1322, 0.6747, 0.2736], [-1.1266, -0.4044, 0.8336], [1.1535, 0.5819, -0.1699], [2.0185, -0.5786, -0.0542], [1.6150, -1.7896, -0.1845], [-1.6524, 1.2187, -0.9842], [-1.4311, 2.3637, 0.5642], [-0.1983, 2.4885, -0.9270], [-0.4945, -1.1810, 1.3345], [-1.8220, 0.1275, 1.4781], [-2.9579, -0.1904, -0.2921], [1.5418, 1.3216, -0.8267], [2.3695, -2.5221, 0.0357], [0.7478, -2.1942, -0.5036], [3.3520, -0.3460, 0.0126], [-2.0967, -1.3714, -0.3084]],
  "nbo_charge": [-0.65, 0.06, -0.59, -0.28, 0.39, -0.48, 0.22, 0.22, 0.23, 0.24, 0.22, 0.14, 0.21, 0.21, 0.21, -0.33, 0.00],
  "spin_multiplicity": 1,
  "smiles": "C=C(F)/C=C(/C)CS",
  "e_above_lowest_kj_mol": 256.8,
  "homo_ha": -0.33327,
  "gap_ev": 9.59
}

=====

No. 9
{
  "formula": "C6H9LaNaO5",
  "method": "the ωB97M-V functional and the def2-TZVPD basis",
  "species": ["O", "C", "C", "O", "La", "H", "H", "O", "C", "C", "O", "C", "C", "O", "Na", "H", "H", "H", "H", "H", "H", "H"],
  "positions_angstrom": [[2.2558, -1.0232, 1.0715], [2.5741, -0.4119, -0.1392], [2.2869, 1.0528, -0.0732], [1.2765, 1.3977, 0.7978], [0.6856, -0.3771, 1.5868], [3.6292, -0.5927, -0.4218], [3.1298, 1.5442, 0.4600], [-2.1484, 0.8952, -0.3658], [-1.0808, 0.7061, -1.2165], [-0.5050, -0.5577, -1.2675], [-0.5675, -1.3758, -0.1266], [-1.9013, -1.3894, 0.3988], [-2.1789, 0.0478, 0.8325], [-1.2370, 0.4043, 1.7345], [-0.4933, 2.5224, 1.2898], [-1.1130, 1.3634, -2.0860], [-0.1244, -1.0818, -2.1388], [-1.8726, -2.0561, 1.2678], [-2.5857, -1.7311, -0.3895], [-3.2194, 0.1177, 1.1907], [1.4600, 1.3188, -1.1786], [1.7293, -0.7739, -1.2266]],
  "lowdin_charge": [-0.51, -0.31, -0.32, -0.57, 2.01, 0.13, 0.14, -0.03, -0.07, -0.12, -0.27, -0.09, -0.43, -0.42, 0.70, 0.15, 0.14, 0.15, 0.16, 0.17, 0.20, 0.18],
  "spin_multiplicity": 1,
  "total_charge": 1,
  "homo_ha": -0.43520,
  "gap_ev": 8.33
}

=====

No. 10
{
  "formula": "C6H9MgNiO5",
  "method": "the ωB97M-V functional and the def2-TZVPD basis",
  "species": ["O", "C", "C", "O", "Ni", "H", "H", "O", "C", "C", "O", "C", "C", "O", "Mg", "H", "H", "H", "H", "H", "H", "H"],
  "positions_angstrom": [[0.1439, -2.1337, 1.8394], [-0.9599, -1.4512, 2.3509], [-2.0437, -1.2585, 1.2837], [-1.4719, -0.8907, 0.0575], [0.4493, -1.3313, 0.1027], [-1.4102, -1.9728, 3.2181], [-2.5821, -2.2154, 1.1437], [-0.7657, 2.0880, -0.6048], [-0.0959, 2.2793, 0.5094], [0.9841, 1.5761, 0.9368], [1.4613, 0.4775, 0.2095], [2.1073, 0.7627, -1.0561], [1.7163, -0.3439, -1.9739], [0.4347, -0.7385, -1.8935], [-1.1680, 0.3618, -1.3470], [-0.3450, 3.1748, 1.1001], [1.6029, 1.8856, 1.7772], [3.1961, 0.8284, -0.9198], [1.7334, 1.7462, -1.3959], [2.2950, -0.5697, -2.8737], [-0.6566, -0.4062, 2.7057], [-2.7293, -0.4320, 1.6395]],
  "lowdin_spin": [0.12, 0.01, 0.01, 0.08, 1.73, 0.00, 0.00, 0.01, 0.01, 0.00, 0.05, 0.10, 0.58, 0.23, 0.01, 0.00, 0.00, 0.01, 0.03, 0.03, 0.00, 0.00],
  "spin_multiplicity": 4,
  "homo_ha": [-0.27209, -0.30454],
  "gap_ev": [6.51, 7.16]
}

=====

No. 11
{
  "formula": "C6H9N",
  "method": "the ωB97M-V functional and the def2-TZVPD basis",
  "species": ["C", "C", "C", "C", "C", "C", "H", "H", "H", "H", "H", "H", "H", "H", "H", "N"],
  "positions_angstrom": [[-0.2704, 0.8160, 1.3668], [0.2916, -0.7872, 1.2404], [0.4835, -1.4240, -1.4647], [0.4790, -0.0006, -1.0133], [-0.5797, 1.0992, -1.1044], [-0.9728, 1.4003, 0.0751], [-1.1433, 0.8490, 1.9290], [0.5048, 1.4549, 1.8801], [1.4559, -1.0414, 1.3732], [-0.1869, -1.4234, 2.0409], [-0.1434, -1.8213, -2.1546], [1.4385, -1.9814, -1.5456], [1.4455, 0.3565, -0.9296], [-0.8966, 1.5061, -1.9675], [-1.7997, 2.0883, 0.4596], [-0.1060, -1.0909, -0.1854]],
  "nbo_charge": [-0.45, -0.20, -0.19, -0.13, -0.20, -0.15, 0.20, 0.22, 0.17, 0.20, 0.19, 0.18, 0.19, 0.20, 0.21, -0.44],
  "spin_multiplicity": 1,
  "smiles": "C1=C[C@@H]2CN2CC1",
  "e_above_lowest_kj_mol": 476.8,
  "homo_ha": -0.31133,
  "gap_ev": 9.72
}

=====

No. 12
{
  "formula": "C6H9N",
  "method": "the ωB97M-V functional and the def2-TZVPD basis",
  "species": ["C", "C", "N", "C", "C", "C", "C", "H", "H", "H", "H", "H", "H", "H", "H", "H"],
  "positions_angstrom": [[2.5593, 0.8288, -0.3220], [-0.4911, 1.4542, -0.0712], [1.9356, -0.2283, -0.6336], [0.8871, -0.6258, 0.2931], [-0.4173, 0.0353, -0.1524], [-1.6859, -0.2875, 0.7058], [-1.5480, -0.8233, -0.6723], [2.3712, 1.3956, 0.5984], [3.3150, 1.2209, -1.0049], [-1.4230, 1.7683, -0.5834], [1.1068, -0.3111, 1.3250], [0.7945, -1.7185, 0.2756], [-2.4182, 0.4902, 0.9050], [-1.4617, -0.9183, 1.5622], [-1.3358, -1.8839, -0.7858], [-2.1884, -0.3965, -1.4395]],
  "nbo_charge": [-0.04, -0.11, -0.40, -0.25, -0.20, -0.33, -0.41, 0.16, 0.17, 0.10, 0.19, 0.20, 0.24, 0.23, 0.23, 0.23],
  "spin_multiplicity": 1,
  "e_above_lowest_kj_mol": 510.3,
  "homo_ha": -0.31201,
  "gap_ev": 8.92
}